1.
Molecular formula: C2H4O2
Method: DFT, ωB97M-V with the def2-TZVPD basis set

Total charge ... -1
Maximum force ... 2.66 eV Å⁻¹
Energy relative to the best compared isomer or geometry (same formula, charge and spin) ... 10.5 kcal/mol
Frontier orbital gap (spin up / spin down) ... 3.5 / 6.7 eV
Spin multiplicity ... 2
E_HOMO (spin up / spin down) ... 0.021 / -0.099 Ha

Geometry (Å):
1 O 0.851 -1.671 0.494
2 C -0.212 -1.392 0.970
3 H -0.515 -0.364 1.221
4 H -0.992 -2.174 1.135
5 O -0.949 1.381 -0.985
6 C 0.217 1.542 -0.522
7 H 0.833 2.398 -0.927
8 H 0.892 0.854 0.008

Forces on atoms 1 to 3 (eV/Å):
O 0.3 -0.3 0.1
C -0.6 0.1 -0.2
H 0.2 0.1 0.0

---

2.
Molecular formula: C2H4O2
Method: DFT, ωB97M-V with the def2-TZVPD basis set

SMILES ... COC=O
Maximum force ... 1.97 eV Å⁻¹
Energy relative to the best compared isomer or geometry (same formula, charge and spin) ... 21.1 kcal/mol
Frontier orbital gap ... 11.8 eV
E_HOMO ... -0.397 Ha

Geometry (Å):
1 C 0.662 -1.269 0.159
2 O -0.604 -0.592 -0.130
3 C -0.582 0.734 -0.137
4 O 0.366 1.393 0.102
5 H 0.931 -1.161 1.197
6 H 0.603 -2.358 -0.204
7 H 1.460 -0.830 -0.465
8 H -1.575 1.155 -0.436

Forces on atoms 1 to 3 (eV/Å):
C 0.2 -0.7 -1.8
O 0.2 -1.3 0.1
C -1.3 -0.3 -0.6

---

3.
Molecular formula: C2H4O2
Method: DFT, ωB97M-V with the def2-TZVPD basis set

SMILES ... COC=O
Maximum force ... 3.61 eV Å⁻¹
Energy relative to the best compared isomer or geometry (same formula, charge and spin) ... 69.4 kcal/mol
Frontier orbital gap ... 11.1 eV
E_HOMO ... -0.377 Ha

Geometry (Å):
1 C -0.984 -0.187 0.068
2 O 0.300 -0.567 0.506
3 C 1.487 0.288 -0.024
4 O 1.567 1.467 -0.054
5 H -0.899 0.667 -0.613
6 H -1.590 0.097 0.926
7 H -1.477 -1.016 -0.465
8 H 1.595 -0.749 -0.344

Forces on atoms 1 to 3 (eV/Å):
C -0.6 0.5 0.1
O 0.0 1.4 0.3
C -2.8 -0.5 0.6